{
  "formula": "C13H36BrFO5S4Ta",
  "method": "wB97M-V/def2-TZVPD",
  "e_lumo_ev": 2.2309,
  "total_charge": -1,
  "elements": ["O", "S", "H", "H", "C", "H", "C", "H", "H", "H", "C", "H", "C", "C", "O", "H", "H", "O", "F", "H", "H", "H", "S", "H", "H", "H", "H", "C", "C", "H", "S", "H", "H", "H", "C", "H", "H", "C", "H", "C", "H", "H", "C", "S", "H", "H", "O", "H", "O", "H", "Ta", "H", "Br", "H", "H", "H", "C", "H", "C", "H", "H"],
  "positions_angstrom": [[0.275, 1.476, 5.735], [2.266, 0.595, -4.874], [2.359, 2.831, -3.973], [-1.047, -1.060, 1.417], [-1.234, 1.661, 2.144], [0.844, 1.709, -6.463], [-7.764, -2.614, 0.978], [6.167, -2.860, -2.581], [-8.068, -3.189, 1.856], [2.420, -0.130, -1.574], [2.985, 2.239, -4.645], [-0.281, -0.974, -2.463], [-0.479, -0.446, -1.411], [-1.224, 1.029, -1.595], [-2.574, 1.050, -1.523], [-8.642, -2.135, 0.538], [6.806, -4.119, -4.761], [-5.333, -2.051, 1.940], [-0.469, 2.310, -1.780], [3.980, 2.125, -4.207], [-7.206, -0.267, -0.556], [1.615, -2.220, -0.291], [0.074, 2.314, 6.963], [-1.214, 2.725, 2.682], [0.400, -1.623, 2.489], [-2.320, 2.056, 6.812], [6.358, -3.569, -6.396], [0.020, -0.712, 1.820], [-1.638, 2.899, 6.947], [2.953, -0.411, 0.974], [5.169, -2.357, -4.712], [-5.532, 0.111, -0.077], [5.229, -1.345, -2.544], [-7.298, -3.283, 0.251], [5.936, -1.942, -3.126], [-1.283, -1.124, -0.849], [-0.397, 1.757, 9.256], [-0.128, 1.187, 8.364], [-0.623, 0.202, 3.822], [6.597, -3.244, -5.381], [0.196, 1.833, -4.798], [0.821, 0.674, 8.536], [0.680, 1.175, -5.524], [-6.582, -1.348, 1.501], [-1.857, 3.412, 7.886], [7.468, -2.586, -5.407], [2.012, 0.021, -3.512], [-0.839, 1.874, 1.038], [5.026, -1.083, -5.489], [6.848, -1.364, -3.291], [1.381, -0.372, -0.023], [1.332, 1.475, 0.119], [-3.111, 0.959, 1.985], [3.073, 2.738, -5.614], [-1.759, 3.598, 6.116], [-0.903, 0.449, 8.141], [-6.279, -0.682, -0.154], [-5.905, -1.470, -0.811], [-0.165, 0.592, 2.802], [0.042, 0.308, -5.708], [0.826, 1.196, 3.004]]
}